No. 1
10
Properties=species:S:1:pos:R:3 method="wB97M-V/def2-TZVPD" relative_energy_kj_mol=167.9 gap_ev="7.22 / 7.79" e_homo_ev="-7.96 / -8.21" smiles="[H]/P=C(/C)P"
C 0.18499 -0.07293 0.07084
C -0.57721 -1.33458 -0.29251
P 2.17995 -0.19961 -0.14357
P -0.50582 1.53989 -0.14869
H -1.12592 -1.49411 0.69511
H 0.08520 -2.28703 -0.52795
H -1.29505 -1.07755 -1.07450
H 2.22866 1.22198 -0.25253
H 0.35006 2.20938 0.72951
H -1.52487 1.49456 0.94430

=====

No. 2
58
Properties=species:S:1:pos:R:3 method="wB97M-V/def2-TZVPD" relative_energy_kj_mol=254.9 gap_ev="5.93 / 5.27" total_charge=+2 e_homo_ev="-14.30 / -14.13"
Pt 0.15042 0.49705 -0.08296
F -7.00527 -1.50295 -1.53484
C -5.76552 -1.48916 -1.09129
C -4.72259 -1.09835 -1.93491
F -4.96915 -0.70677 -3.17709
C -3.42107 -1.09215 -1.45868
F -2.42428 -0.74194 -2.28447
C -3.10457 -1.41202 -0.13362
S -1.48351 -1.44373 0.46580
C -4.17235 -1.78175 0.70550
F -3.91478 -2.05715 1.97654
C -5.47981 -1.83989 0.23402
F -6.45626 -2.21322 1.03956
O 1.29531 -1.08296 1.53325
C 2.57395 -0.64779 1.94083
C 3.18135 0.24203 0.88990
C 4.51098 0.63648 1.03375
C 5.12684 1.34900 0.02508
C 4.39769 1.63887 -1.12151
C 3.06871 1.26755 -1.16505
N 2.46567 0.60268 -0.17432
H 0.96554 -1.73793 2.15683
H 3.24713 -1.50788 2.07724
H 2.51853 -0.11059 2.90099
H 5.04265 0.37021 1.93178
H 6.15828 1.64718 0.11237
H 4.84749 2.14013 -1.96329
H 2.47540 1.49304 -2.04232
Br -1.88910 5.39689 4.18087
C -1.33073 3.94556 3.07543
C -2.27120 3.04498 2.59173
C -1.86874 2.04040 1.72864
C -0.53481 1.92124 1.34762
C 0.40010 2.81022 1.87691
C 0.00920 3.81998 2.73804
H -3.30152 3.12877 2.89597
H -2.61820 1.34713 1.36933
H 1.45027 2.73449 1.62341
H 0.73573 4.50587 3.14364
C -3.43777 2.83395 -1.77710
N -2.19604 3.44864 -1.38880
C -0.96654 2.98396 -1.63708
Se -0.49977 1.32012 -2.39027
N -0.05844 3.86684 -1.17974
C -0.70883 4.92606 -0.59229
C -0.24965 6.07116 0.04055
C -1.20523 6.91041 0.57485
C -2.56809 6.60514 0.50638
C -3.03694 5.47781 -0.13686
C -2.08391 4.64380 -0.70633
H -3.25123 2.06569 -2.52635
H -4.10259 3.58311 -2.20759
H -3.93091 2.38800 -0.91247
H 0.94087 3.76653 -1.27047
H 0.80106 6.29185 0.12615
H -0.89498 7.82586 1.05425
H -3.26993 7.27006 0.98008
H -4.08871 5.24983 -0.17794

=====

No. 3
77
Properties=species:S:1:pos:R:3 method="wB97M-V/def2-TZVPD" relative_energy_kj_mol=157.7 gap_ev=6.53 total_charge=-1 e_homo_ev=-4.39
K 9.07666 9.90954 10.80237
C 7.10796 13.87022 11.05082
N 7.82521 14.21976 9.81612
C 8.78227 15.38059 9.91678
C 10.14322 14.82685 10.28628
C 10.82165 15.32044 11.40515
C 11.96829 14.59786 11.75926
C 12.42679 13.52315 10.96345
C 11.64695 13.16380 9.89160
N 10.57210 13.88816 9.50442
C 6.84525 14.51878 8.81465
C 6.00950 13.37667 8.34270
C 6.45123 12.07911 8.36488
C 5.72815 11.05940 7.78340
C 4.48190 11.43336 7.16716
C 4.04099 12.79404 7.23674
N 4.81290 13.70692 7.81145
C 7.98281 13.68035 12.23056
C 8.00126 14.69629 13.19832
C 8.88688 14.50331 14.24135
C 9.59482 13.31202 14.35278
C 9.56192 12.42312 13.28292
N 8.85293 12.65226 12.17321
H 6.65958 12.98262 10.77666
H 6.28934 14.60871 11.12877
H 8.40192 16.13104 10.63752
H 8.77051 15.82938 8.93829
H 10.35638 16.16244 11.93704
H 12.68736 14.83976 12.59289
H 13.24831 12.95013 11.32883
H 11.96334 12.31061 9.34846
H 7.34518 14.92059 7.91939
H 6.09458 15.35535 9.07244
H 7.41561 11.79304 8.86996
H 6.20741 10.09470 7.63169
H 3.92414 10.65005 6.70532
H 3.11287 13.07498 6.76521
H 7.25569 15.49261 13.04997
H 9.02705 15.27339 14.98800
H 10.30337 13.08348 15.15184
H 10.21214 11.55757 13.30091
O 10.70965 6.43369 13.80186
C 9.89391 7.09483 12.97325
O 9.38235 8.18671 13.19966
C 9.72199 6.34531 11.67767
C 9.85626 4.98834 11.63481
C 9.62673 4.31534 10.43724
C 9.42442 5.06485 9.30483
C 9.30935 6.43913 9.41591
N 9.41098 7.04123 10.58849
C 9.15525 7.36551 8.11625
O 9.30205 6.81715 6.99096
O 8.90288 8.57369 8.38984
H 10.96189 7.13301 14.39041
H 10.01727 4.48151 12.62277
H 9.72576 3.24292 10.26752
H 9.32375 4.67412 8.35109
C 11.10403 10.26552 7.16978
C 12.17744 9.86850 8.11359
C 13.40596 9.26691 7.61873
C 14.39579 8.98140 8.47956
C 14.21306 9.13427 9.88831
C 15.23242 8.84265 10.82740
Br 17.04914 8.47910 10.34303
C 14.81780 8.87214 12.14957
C 13.53320 9.21586 12.52342
Br 13.06335 9.10715 14.38662
C 12.52376 9.70985 11.71022
O 11.38379 10.15797 12.07752
C 12.93057 9.52717 10.28127
N 11.97548 9.91972 9.40005
H 10.31671 9.51687 7.15585
H 11.39995 10.24025 6.17371
H 10.58767 11.20360 7.47846
H 13.56385 9.16149 6.58163
H 15.27341 8.42736 8.19097
H 15.53814 8.71933 12.94068

=====

No. 4
27
Properties=species:S:1:pos:R:3 method="wB97M-V/def2-TZVPD" gap_ev="5.54 / 1.40" e_homo_ev="-9.03 / -9.03" spin_multiplicity=2 s_squared=0.762
Al 1.45143 -0.93451 -0.61196
O -1.24775 -1.12334 -1.86234
C -1.85587 -2.19054 -2.09613
O -3.12617 -2.27672 -2.37339
B -3.41555 -3.70851 -2.54927
O -2.11643 -4.33333 -2.61027
C -1.16194 -3.50023 -2.16449
O 0.05824 -3.62115 -1.95753
O -4.21303 -3.99004 -3.74874
C -5.21629 -4.76101 -3.32006
O -6.07231 -5.31572 -4.05669
C -5.19825 -4.73494 -1.71871
O -4.20306 -4.15608 -1.39015
O -6.08245 -5.17980 -0.96082
O 1.17716 4.76336 4.94510
C 2.18871 4.50053 4.24720
O 2.04147 4.03447 3.00616
B 3.36163 3.78854 2.42533
O 4.30184 4.12493 3.49541
C 3.68747 4.62070 4.51827
O 4.14062 5.06052 5.57355
O 3.58891 2.38265 2.04536
C 3.47458 2.41216 0.72993
O 3.18733 1.39567 0.09742
C 3.74289 3.89634 0.16324
O 3.58194 4.67179 1.24166
O 3.92489 4.17426 -1.06809

=====

No. 5
78
Properties=species:S:1:pos:R:3 method="wB97M-V/def2-TZVPD" gap_ev=8.33 e_homo_ev=-9.31 smiles="C#CCCCc1nnc(SCC(=O)OC[C@H](C)OC(=O)CS)nn1.COC(=O)OC.COC(=O)OC.COC(=O)OC"
C 2.20431 1.87606 1.63440
C 2.30815 0.47177 1.55519
C 2.75919 -1.13189 1.40541
C 4.16270 -1.32414 0.58224
C 4.02480 -1.30994 -1.05001
C 2.51032 -0.82078 -1.58148
N 2.44149 0.55967 -1.95860
N 1.25004 0.94929 -2.33203
C 0.26292 -0.08296 -2.28713
S -1.49652 0.50372 -2.77345
C -2.74779 -0.81128 -2.31227
C -3.80235 -0.35432 -1.12198
O -4.31023 0.87490 -0.99651
O -4.23286 -1.42229 -0.16705
C -4.02339 -0.99772 1.22634
C -2.43143 -1.10131 1.70851
C -1.82069 0.43507 1.53504
O -1.68402 -1.98171 0.79705
C -1.88387 -3.40681 1.10270
O -3.05427 -4.06517 1.08057
C -0.54419 -4.34160 1.46118
S 0.17903 -5.18910 -0.06522
N 0.33662 -1.47017 -1.95204
N 1.52688 -1.86251 -1.57822
H 2.26813 3.06050 1.75801
H 1.86781 -1.79629 1.03837
H 2.98003 -1.47856 2.52629
H 4.64697 -2.33757 0.95039
H 4.89110 -0.44980 0.90543
H 4.19223 -2.42846 -1.42171
H 4.86964 -0.67122 -1.58143
H -3.36471 -1.05434 -3.30415
H -2.28255 -1.83547 -1.96460
H -4.60410 -1.76015 1.93703
H -4.49666 0.06584 1.48060
H -2.30570 -1.41813 2.82801
H -2.65860 1.22846 1.30619
H -1.19392 0.71455 2.49902
H -1.13358 0.39917 0.56091
H -0.90235 -5.19975 2.17578
H 0.30995 -3.71168 1.96187
H -0.29366 -4.51792 -1.23260
C -4.43206 0.94118 7.88544
O -3.72304 0.09565 6.98179
C -4.51248 -0.75032 6.27291
O -5.72815 -0.83284 6.35225
O -3.71491 -1.48865 5.46044
C -4.41464 -2.42984 4.64870
H -3.70294 1.57461 8.39818
H -5.12881 1.58811 7.34285
H -4.96006 0.34594 8.63744
H -5.11072 -1.91759 3.97661
H -4.94189 -3.15983 5.27133
H -3.67948 -2.96385 4.04037
C 9.99520 -1.62568 -1.31914
O 9.92427 -0.89139 -2.53979
C 8.76539 -0.20698 -2.71296
O 7.82587 -0.17857 -1.93357
O 8.83297 0.44035 -3.90366
C 7.67327 1.20759 -4.22116
H 10.96311 -2.13345 -1.28600
H 9.93034 -0.95182 -0.45885
H 9.20691 -2.38432 -1.27862
H 7.51562 1.99483 -3.47683
H 6.79219 0.56218 -4.29668
H 7.83704 1.68117 -5.19307
C -3.01192 6.62558 -5.61112
O -3.10956 5.26069 -5.20895
C -3.83192 5.06246 -4.07744
O -4.37681 5.93009 -3.41316
O -3.84292 3.73154 -3.81307
C -4.57200 3.37205 -2.64108
H -2.41358 6.66647 -6.52550
H -4.00316 7.03555 -5.82973
H -2.50689 7.21937 -4.84240
H -5.62572 3.65192 -2.74101
H -4.12928 3.83575 -1.75365
H -4.51405 2.28609 -2.52686

=====

No. 6
122
Properties=species:S:1:pos:R:3 method="wB97M-V/def2-TZVPD" gap_ev=7.14 total_charge=+1 e_homo_ev=-11.03
C -4.24344 0.88059 -0.33283
C -3.13576 0.51951 -0.07278
N -1.93160 0.03972 0.36024
C -1.39973 -1.01236 -0.19993
N -0.21157 -1.50123 0.30514
C -0.37095 -2.58662 1.35647
C 0.20564 -2.21458 2.70404
C 1.73406 -2.26208 2.79426
C 2.48672 -1.01021 2.29716
C 3.08781 -1.30025 0.91129
C 3.70914 -0.12816 0.14632
O 3.26359 1.14911 0.64251
C 3.71137 2.14725 -0.19118
O 4.87843 2.29332 -0.41489
C 2.68651 3.00131 -0.83576
C 1.83640 3.75244 -0.14810
N -2.08180 -1.55648 -1.29401
N -2.88637 -2.67617 -0.82139
C -1.17576 -2.00244 -2.34633
C -0.19777 -0.93720 -2.82147
C 0.89278 -1.65228 -3.58731
F 0.57594 -2.83832 -4.15775
C 2.16058 -1.24111 -3.68438
F 2.52351 0.02425 -3.75847
F 3.18889 -2.07672 -3.73032
P -1.10047 0.92834 1.79816
O 0.11252 1.58843 0.99624
Br -2.39759 2.67737 2.03707
H -5.18832 1.36708 -0.33299
H 0.34757 -1.88374 -0.44711
H 0.16294 -3.46486 0.99884
H -1.41246 -2.88557 1.43138
H -0.14967 -1.25069 3.05653
H -0.17385 -2.95520 3.40989
H 2.12467 -3.14491 2.28640
H 1.96907 -2.38799 3.84707
H 3.32146 -0.85766 2.97831
H 1.87788 -0.11127 2.34964
H 3.89582 -2.00287 1.09451
H 2.34834 -1.81824 0.30508
H 4.79011 -0.19952 0.20203
H 3.43797 -0.20341 -0.90863
H 2.66080 3.04116 -1.91242
H 0.94579 4.14907 -0.61199
H 2.04744 3.99070 0.88458
H -2.96387 -3.31688 -1.60724
H -3.83275 -2.30646 -0.69454
H -1.80299 -2.26857 -3.19400
H -0.66401 -2.92372 -2.05321
H -0.66195 -0.19694 -3.47236
H 0.31032 -0.40988 -2.01567
H 0.82204 0.92863 0.87771
C 2.69778 -4.01224 6.72378
Br 3.40708 -4.60170 5.03022
Br 4.07899 -3.72948 8.02119
Br 1.58972 -2.44985 6.51092
H 2.06485 -4.80418 7.09551
C 4.17903 6.59906 -2.97546
Br 2.73444 5.67203 -2.08140
Br 3.56642 7.64773 -4.47382
Br 5.18736 7.65707 -1.73509
H 4.83891 5.84036 -3.36864
C 4.49711 11.76452 -0.35458
Br 3.05702 10.52149 -0.63053
Br 6.08066 10.88135 0.29598
Br 4.85307 12.78911 -1.93867
H 4.17986 12.45554 0.41171
C -6.38272 -4.16278 1.09815
Br -7.45225 -4.29387 2.68195
Br -5.47838 -2.46043 1.00587
Br -5.17241 -5.64701 0.91809
H -7.05240 -4.21178 0.25150
C -0.74923 -6.30383 -3.06143
Br -2.61265 -5.80875 -3.18965
Br 0.14087 -5.37939 -1.62865
Br -0.53026 -8.20096 -2.91112
H -0.27257 -5.99379 -3.97990
C 6.33281 -6.86601 3.42100
Br 5.57648 -8.63292 3.40641
Br 8.19883 -6.89010 3.87316
Br 6.01959 -5.95176 1.75273
H 5.82377 -6.30713 4.19244
C -7.41152 -2.49560 -2.78059
Br -6.78706 -0.82301 -2.06338
Br -6.16272 -3.93160 -2.45407
Br -9.16302 -2.93879 -2.13960
H -7.47632 -2.37496 -3.85176
C -6.03948 -9.72266 -4.45953
Br -6.08023 -11.28380 -5.57807
Br -7.40462 -8.45589 -4.95096
Br -6.14373 -10.17550 -2.59466
H -5.08850 -9.24089 -4.62065
C -4.97982 4.14951 -3.23469
Br -6.51730 3.06986 -3.64371
Br -3.76511 3.19248 -2.07798
Br -4.10462 4.78570 -4.81905
H -5.32829 5.01269 -2.68734
C 0.80038 14.20171 -3.50651
Br -0.14898 14.33342 -1.83475
Br 2.34506 15.34128 -3.52027
Br 1.25195 12.37992 -3.92481
H 0.13423 14.55271 -4.28000
C 4.77576 -4.81454 -1.97544
Br 3.65312 -4.23368 -0.51608
Br 6.48349 -3.94154 -1.91574
Br 4.94118 -6.72562 -2.00847
H 4.28693 -4.51328 -2.89002
C 1.91326 -1.41118 11.21388
Br 0.49013 -2.55943 10.61328
Br 3.40147 -2.41944 11.89272
Br 2.45678 -0.17642 9.84211
H 1.52628 -0.82451 12.03324
C -6.91482 -9.06570 1.54216
Br -5.60341 -10.47373 1.55420
Br -8.24824 -9.34143 0.18317
Br -7.72472 -8.82859 3.26901
H -6.39249 -8.14747 1.31984
C 1.03675 18.26999 -0.79925
Br 0.08551 19.25937 0.54702
Br 1.02729 19.18158 -2.49217
Br 2.82555 17.84065 -0.23711
H 0.51470 17.33438 -0.93946

=====

No. 7
58
Properties=species:S:1:pos:R:3 method="wB97M-V/def2-TZVPD" gap_ev=9.39 e_homo_ev=-9.21 smiles="C[C@H](I)C[C@]1(CCCBr)[C@H](F)C(=O)O[C@@H]1C[SH](=O)=O.c1ccncc1.c1ccncc1"
C 0.53317 2.90036 -1.44181
C -0.26619 1.73473 -0.82674
I 1.15828 0.34599 0.07901
C -1.09358 0.96671 -1.88563
C -2.52903 0.66697 -1.48813
C -2.58577 -0.33960 -0.29118
C -3.91943 -0.41737 0.43812
C -4.17405 0.53926 1.62562
Br -2.80483 1.85664 2.00707
C -3.53045 1.82648 -1.51740
C -3.08503 3.19765 -1.03572
S -4.47063 4.11363 -0.38102
O -4.97463 5.00013 -1.38615
O -5.40194 3.20013 0.22897
O -3.81971 2.05101 -2.94480
C -3.41087 0.99088 -3.68307
O -3.27407 1.00065 -4.89218
C -3.14362 -0.12047 -2.66307
F -2.32359 -1.05838 -3.21661
H 0.19973 3.83628 -1.00384
H 1.58429 2.80996 -1.21077
H 0.45406 2.91117 -2.52065
H -0.85864 2.05454 0.01371
H -0.61195 0.01235 -2.04286
H -1.02565 1.49333 -2.83342
H -1.74961 -0.21596 0.38546
H -2.43211 -1.30806 -0.75757
H -4.73684 -0.30697 -0.26581
H -3.99613 -1.41892 0.84629
H -5.07740 1.10615 1.44762
H -4.34543 -0.02882 2.52682
H -4.50784 1.59371 -1.11556
H -2.28551 3.19202 -0.30981
H -2.73618 3.76279 -1.89271
H -3.89412 4.81735 0.62578
H -4.12481 -0.54140 -2.45143
N 4.03670 -0.43177 2.30415
C 4.54304 0.79813 2.27508
C 5.37837 1.30917 3.25683
C 5.70305 0.49894 4.33166
C 5.18104 -0.78317 4.38074
C 4.35743 -1.19804 3.34597
H 4.26034 1.39977 1.41793
H 5.76270 2.31656 3.17832
H 6.35099 0.86094 5.11943
H 5.40500 -1.44842 5.20306
H 3.92718 -2.19384 3.34981
N 2.53835 -3.56828 -0.29080
C 3.68378 -3.63695 0.38103
C 4.54196 -4.72634 0.32942
C 4.18907 -5.80540 -0.46349
C 3.00056 -5.74864 -1.17283
C 2.21717 -4.61062 -1.05378
H 3.92102 -2.76709 0.97876
H 5.46385 -4.72419 0.89506
H 4.83073 -6.67466 -0.53103
H 2.68637 -6.56662 -1.80633
H 1.28141 -4.52437 -1.59555

=====

No. 8
57
Properties=species:S:1:pos:R:3 method="wB97M-V/def2-TZVPD" relative_energy_kj_mol=160.9 gap_ev=8.57 e_homo_ev=-7.87 smiles=OCC1(CCOc2ccccc2)CCN(Cc2ccc3c(c2)OCCO3)CC1
O 0.74954 4.65410 0.68275
C 1.02561 3.60502 1.58099
H 2.09136 3.69388 1.79565
H 0.47699 3.75973 2.52177
C 0.71622 2.18690 1.04972
C 0.90370 1.17610 2.19469
C 2.37667 0.96941 2.57163
N 3.23203 0.61351 1.46405
C 3.09660 1.54909 0.37033
C 1.65849 1.80551 -0.10056
H 1.68302 2.60779 -0.83797
H 1.26872 0.90952 -0.58420
H 3.69068 1.18689 -0.47100
H 3.54094 2.49456 0.70309
C 3.33297 -0.79287 1.12362
C 2.12503 -1.46006 0.50147
C 1.16201 -2.05839 1.29989
C 0.03939 -2.65641 0.74364
C -0.13228 -2.65625 -0.64264
C 0.84682 -2.08611 -1.44544
C 1.96093 -1.49914 -0.87962
H 2.71444 -1.06672 -1.52082
H 0.70903 -2.11878 -2.51362
O -1.22770 -3.22404 -1.24267
C -2.28304 -3.47729 -0.34490
C -1.74771 -4.12896 0.92948
H -2.55305 -4.34832 1.63210
O -0.86633 -3.25043 1.59092
H -1.22315 -5.05838 0.66710
H -2.98072 -4.13524 -0.86463
H -2.78788 -2.53579 -0.08834
H 1.26846 -2.08812 2.37388
H 4.17859 -0.88488 0.43436
H 3.59311 -1.32004 2.04681
H 2.44931 0.18999 3.33357
H 2.77549 1.89420 3.00479
H 0.35016 1.50504 3.07767
H 0.49269 0.21654 1.87825
C -0.75922 2.10454 0.59327
C -1.06332 2.63477 -0.81776
H -0.38952 3.45010 -1.08707
O -0.85662 1.67188 -1.82937
C -1.78047 0.69345 -2.03432
C -2.95670 0.52204 -1.31254
C -3.83086 -0.49859 -1.65259
C -3.54858 -1.35747 -2.69735
C -2.37114 -1.19520 -3.41064
C -1.49710 -0.18070 -3.08588
H -0.58138 -0.02939 -3.63536
H -2.13683 -1.86380 -4.22502
H -4.23650 -2.14907 -2.95255
H -4.74490 -0.61570 -1.08697
H -3.21023 1.17251 -0.48954
H -2.09506 3.00968 -0.86506
H -1.38143 2.63775 1.31842
H -1.06328 1.05511 0.61510
H -0.20399 4.76652 0.61942

=====

No. 9
13
Properties=species:S:1:pos:R:3 method="wB97M-V/def2-TZVPD" relative_energy_kj_mol=244.0 gap_ev=7.37 e_homo_ev=-6.76
N 2.00632 0.71169 -0.26439
C 0.69441 0.30777 0.01753
C 0.26632 -1.03045 -0.26669
O 0.97778 -1.99377 -0.53146
C -1.23300 -0.96255 0.04238
C -1.57082 0.46081 0.00263
N -0.40142 1.11144 0.02928
H 2.53687 -0.15560 -0.28363
H 2.42050 1.35042 0.39885
H -0.90558 -1.21122 1.10151
H -1.94282 -1.68703 -0.35640
H -2.51721 0.97685 0.04129
H -0.33137 2.12163 0.06910

=====

The records above yield F_max values of 6.244, 2.135, 3.081, 7.615, 9.436, 1.416, 2.365, 0.625, 0.907 eV/Å, respectively.